The following is a quantum chemistry calculation of a molecular structure, C23H17BrIN2O2Pd, from OMol25.

The geometry in XYZ format:
```
47
Properties=species:S:1:pos:R:3
Pd -0.226 -0.542 -1.089
C -0.599 2.732 -2.442
O -0.600 1.759 -1.388
C -0.560 2.237 -0.092
C -1.185 3.399 0.319
C -1.119 3.766 1.656
C -0.441 2.976 2.573
C 0.191 1.815 2.158
C 0.150 1.457 0.818
N 0.798 0.284 0.324
N 1.683 -0.259 1.024
C 2.256 -1.442 0.765
C 2.004 -2.214 -0.416
O 1.200 -1.869 -1.359
C 2.747 -3.415 -0.612
C 3.645 -3.831 0.311
C 3.925 -3.096 1.505
C 4.880 -3.555 2.429
C 5.153 -2.834 3.562
C 4.472 -1.632 3.795
C 3.531 -1.169 2.906
C 3.239 -1.893 1.740
H -1.587 3.177 -2.557
H -0.324 2.203 -3.350
H 0.138 3.504 -2.226
H -1.724 4.010 -0.391
H -1.614 4.671 1.982
H -0.405 3.261 3.615
H 0.728 1.188 2.855
H 2.554 -3.978 -1.515
H 4.180 -4.760 0.148
H 5.395 -4.487 2.229
H 5.890 -3.185 4.271
H 4.690 -1.059 4.686
H 3.017 -0.238 3.098
Br -5.570 -2.607 -1.571
C -5.055 -0.901 -2.180
C -6.034 0.072 -2.336
C -5.694 1.336 -2.787
C -4.375 1.638 -3.093
C -3.393 0.673 -2.940
C -3.735 -0.589 -2.478
I -2.221 -2.025 -2.276
H -7.061 -0.172 -2.103
H -6.466 2.083 -2.910
H -4.111 2.619 -3.464
H -2.366 0.890 -3.194
```

Results
Lowest unoccupied orbital energy (eV): -4.46
HOMO energy (eV): -10.779
Frontier orbital gap (eV): 6.32
Net charge: +1
ΔE to the lowest compared entry with this formula, charge and spin (eV): 1.047

---

The following is a quantum chemistry calculation of a molecular structure, C23H17Cl2N6NiO5, from OMol25.

The geometry in XYZ format:
```
54
Properties=species:S:1:pos:R:3
Ni 0.210 -0.391 0.065
O -1.198 3.370 1.629
C -0.011 4.011 1.562
C 0.020 5.351 1.953
C 1.199 6.069 1.905
C 2.373 5.465 1.466
C 2.346 4.138 1.080
C 1.169 3.391 1.121
C 1.172 1.972 0.693
O 0.015 1.365 0.639
N 2.287 1.381 0.379
N 1.998 0.069 -0.004
C 2.984 -0.677 -0.344
C 2.841 -2.043 -0.769
C 3.996 -2.761 -1.124
C 3.939 -4.071 -1.532
C 2.686 -4.700 -1.588
C 1.540 -4.028 -1.247
C 1.572 -2.673 -0.828
O 0.452 -2.099 -0.523
H -1.035 2.446 1.296
H -0.902 5.803 2.296
H 1.203 7.108 2.211
H 3.297 6.027 1.423
H 3.240 3.639 0.732
H 3.980 -0.238 -0.300
H 4.951 -2.249 -1.070
H 4.839 -4.606 -1.802
H 2.617 -5.735 -1.905
H 0.571 -4.508 -1.285
Cl -3.548 -6.333 1.248
C -2.986 -4.687 1.074
C -2.709 -3.935 2.209
C -2.248 -2.647 2.070
Cl -1.874 -1.734 3.500
C -2.028 -2.025 0.809
O -1.542 -0.834 0.756
C -2.382 -2.818 -0.316
C -2.361 -2.302 -1.690
O -2.330 -1.146 -2.038
C -2.822 -4.134 -0.173
H -2.838 -4.359 3.195
H -2.453 -3.098 -2.460
H -3.050 -4.715 -1.059
N -2.630 1.619 -0.837
C -2.070 2.675 -1.419
N -2.617 3.910 -1.144
N -1.072 2.649 -2.268
C -0.401 1.513 -2.376
N 0.194 0.525 -2.486
H -3.301 1.738 -0.100
H -2.333 0.668 -1.047
H -2.983 3.999 -0.208
H -1.969 4.649 -1.372
```

Results
Lowest unoccupied orbital energy (alpha / beta) (eV): 2.71 / 2.71
HOMO energy (alpha / beta) (eV): -4.940 / -4.953
Frontier orbital gap (alpha / beta) (eV): 7.65 / 7.67
Net charge: -1
ΔE to the lowest compared entry with this formula, charge and spin (eV): 0.132

---

The following is a quantum chemistry calculation of a molecular structure, C23H17Cl3F4FeGeN5O2, from OMol25.

The geometry in XYZ format:
```
56
Properties=species:S:1:pos:R:3
Fe 1.167 -0.619 0.051
C 4.478 -0.689 -1.759
C 3.153 -1.369 -1.776
C 2.948 -2.550 -1.049
C 1.724 -3.234 -1.094
C 1.567 -4.557 -0.435
C 0.685 -2.697 -1.865
C 0.868 -1.535 -2.628
C -0.184 -1.088 -3.581
C 2.101 -0.864 -2.553
H 5.110 -1.115 -2.538
H 4.983 -0.834 -0.809
H 4.371 0.373 -1.959
H 3.780 -2.989 -0.518
H 1.863 -5.340 -1.136
H 0.533 -4.746 -0.163
H 2.208 -4.648 0.435
H -0.237 -3.252 -1.967
H 0.017 -1.527 -4.562
H -0.183 -0.007 -3.701
H -1.169 -1.427 -3.269
H 2.262 0.010 -3.169
Cl 3.442 -0.478 1.808
Ge 2.200 -0.701 3.540
Cl 1.958 1.082 4.611
Cl 2.706 -2.412 4.610
F -1.268 -0.488 0.171
C -2.419 0.110 0.642
C -3.231 0.734 -0.276
F -2.839 0.735 -1.554
C -4.439 1.369 0.115
C -4.732 1.313 1.506
C -3.915 0.659 2.410
F -4.254 0.645 3.692
C -2.719 0.034 2.010
C -1.855 -0.640 2.950
C -0.576 -0.929 2.733
N 0.572 -1.258 2.610
C -2.315 -1.039 4.239
N -2.657 -1.357 5.281
F -5.823 1.905 1.962
C -5.302 2.008 -0.805
C -6.443 2.722 -0.406
N -7.365 3.339 -0.114
C -5.094 2.000 -2.193
N -4.945 2.024 -3.331
N 2.611 4.059 -0.127
C 1.608 3.664 0.884
C 1.353 2.161 0.611
O 0.651 1.474 1.356
O 1.923 1.721 -0.425
H 3.526 4.265 0.281
H 2.321 4.838 -0.727
H 2.648 3.126 -0.689
H 0.669 4.207 0.763
H 1.958 3.813 1.905
```

Results
Lowest unoccupied orbital energy (alpha / beta) (eV): -6.71 / -7.65
HOMO energy (alpha / beta) (eV): -13.121 / -14.313
Frontier orbital gap (alpha / beta) (eV): 6.42 / 6.66
Spin multiplicity: 6
Net charge: +2

---

The following is a quantum chemistry calculation of a molecular structure, C23H17CoN4O4, from OMol25.

The geometry in XYZ format:
```
49
Properties=species:S:1:pos:R:3
Co -0.089 -0.305 -0.239
O -3.789 -0.464 2.117
C -3.970 0.871 2.139
C -5.098 1.343 2.814
C -5.356 2.694 2.884
C -4.497 3.613 2.284
C -3.380 3.153 1.621
C -3.093 1.787 1.535
C -1.879 1.352 0.822
O -1.716 0.063 0.622
N -1.008 2.230 0.417
N 0.045 1.570 -0.203
C 1.068 2.272 -0.546
C 2.203 1.712 -1.214
C 3.338 2.516 -1.416
C 4.454 2.022 -2.043
C 4.452 0.696 -2.494
C 3.353 -0.112 -2.328
C 2.199 0.374 -1.684
O 1.155 -0.413 -1.588
H -2.988 -0.639 1.583
H -5.754 0.616 3.274
H -6.238 3.041 3.409
H -4.701 4.674 2.338
H -2.694 3.844 1.150
H 1.041 3.336 -0.323
H 3.317 3.540 -1.062
H 5.325 2.646 -2.186
H 5.332 0.296 -2.981
H 3.344 -1.135 -2.679
O 0.879 -0.761 1.242
C 0.723 -1.839 1.977
C 1.263 -1.802 3.279
C 1.182 -2.889 4.116
C 0.556 -4.067 3.705
C 0.020 -4.126 2.440
C 0.094 -3.037 1.564
C -0.463 -3.121 0.228
N -0.589 -2.103 -0.598
C -1.164 -2.558 -1.762
C -1.397 -3.886 -1.634
N -0.951 -4.229 -0.375
H 1.741 -0.883 3.592
H 1.604 -2.823 5.111
H 0.487 -4.916 4.370
H -0.478 -5.036 2.127
H -1.355 -1.904 -2.594
H -1.829 -4.604 -2.306
H -0.961 -5.149 0.027
```

Results
Lowest unoccupied orbital energy (alpha / beta) (eV): -0.72 / -0.69
HOMO energy (alpha / beta) (eV): -7.921 / -7.855
Frontier orbital gap (alpha / beta) (eV): 7.20 / 7.17
ΔE to the lowest compared entry with this formula, charge and spin (eV): 0.022